Entry 1:
{
  "formula": "C30H42CuN2O2P2",
  "method": "ωB97M-V with the def2-TZVPD basis set",
  "charge": 0,
  "de_lowest_kcal_mol": 62.3,
  "spin_multiplicity": 2,
  "mol_weight_da": 588.2,
  "lumo_energy_ev": [-0.1, -2.5],
  "largest_force_ev_per_a": 3.715,
  "symbols": ["P", "P", "C", "C", "H", "H", "H", "H", "C", "H", "H", "H", "C", "H", "H", "H", "C", "H", "H", "H", "C", "H", "H", "H", "Cu", "C", "C", "C", "C", "C", "C", "C", "C", "C", "H", "H", "H", "H", "H", "H", "H", "H", "H", "H", "H", "H", "H", "H", "H", "O", "C", "N", "C", "C", "O", "N", "C", "C", "C", "C", "C", "C", "C", "C", "C", "C", "C", "C", "H", "H", "H", "H", "H", "H", "H", "H", "H", "H", "H"],
  "coordinates": [[0.028, 3.799, 1.062], [-2.843, 2.965, 0.538], [-1.410, 5.086, 1.491], [-2.866, 4.565, 1.442], [-1.263, 5.829, 0.686], [-1.186, 5.588, 2.440], [-3.257, 4.323, 2.434], [-3.552, 5.288, 0.965], [-2.948, 3.664, -1.144], [-3.050, 2.758, -1.761], [-2.018, 4.211, -1.420], [-3.844, 4.314, -1.274], [-4.260, 1.886, 0.638], [-4.743, 1.744, -0.346], [-4.916, 2.367, 1.383], [-3.916, 0.886, 0.986], [1.217, 5.191, 0.906], [2.217, 4.846, 0.584], [1.296, 5.653, 1.908], [0.836, 5.928, 0.179], [1.195, 3.074, 2.318], [0.760, 2.210, 2.819], [1.539, 3.854, 3.005], [2.071, 2.764, 1.730], [-1.285, 2.158, 1.549], [0.058, 3.993, -3.014], [0.357, 5.055, -2.234], [1.566, 5.913, -2.507], [2.776, 5.084, -3.010], [3.369, 4.221, -1.933], [2.842, 3.131, -1.356], [1.634, 2.329, -1.705], [0.738, 2.677, -2.949], [-1.308, 0.910, 3.027], [-0.864, 4.002, -3.622], [-0.423, 5.561, -1.645], [1.826, 6.475, -1.598], [1.322, 6.655, -3.293], [2.529, 4.544, -3.940], [3.564, 5.801, -3.293], [4.341, 4.585, -1.563], [3.505, 2.610, -0.622], [1.013, 2.167, -0.792], [2.013, 1.304, -1.914], [1.307, 2.493, -3.870], [-0.038, 1.886, -2.946], [-2.314, 0.470, 2.946], [-1.077, 1.331, 4.019], [-0.571, 0.177, 2.649], [-4.960, -1.346, 0.495], [-3.795, -1.578, 0.200], [-3.384, -2.555, -0.758], [-2.060, -3.000, -0.432], [-1.576, -1.661, 0.249], [-0.385, -1.333, 0.328], [-2.651, -0.970, 0.692], [-2.175, -4.148, 0.578], [-1.470, -4.142, 1.778], [-1.667, -5.182, 2.701], [-2.543, -6.227, 2.404], [-3.231, -6.242, 1.186], [-3.015, -5.222, 0.254], [-1.307, -3.417, -1.697], [-0.408, -4.493, -1.743], [0.129, -4.909, -2.972], [-0.218, -4.242, -4.149], [-1.091, -3.150, -4.097], [-1.627, -2.740, -2.870], [-4.124, -3.199, -0.999], [-0.775, -3.327, 1.988], [-1.121, -5.148, 3.641], [-2.702, -7.026, 3.129], [-3.938, -7.038, 0.948], [-3.524, -5.265, -0.716], [-0.134, -5.028, -0.833], [0.797, -5.770, -3.009], [0.205, -4.554, -5.106], [-1.389, -2.619, -5.001], [-2.326, -1.904, -2.818]],
  "atomic_forces_ev_per_a": [[1.1, 3.0, -0.5], [-2.4, 1.7, -1.7], [0.4, -0.4, 0.4], [-0.3, -0.4, 0.5], [0.1, -0.4, 0.3], [-0.1, 0.0, -0.2], [0.1, 0.3, 0.1], [0.3, -0.3, 0.2], [0.7, -0.5, -0.5], [0.1, 0.6, -0.3], [-0.7, -0.4, 0.1], [0.6, -0.5, 0.3], [-0.7, -0.1, 0.5], [0.0, 0.3, 0.6], [-0.3, -0.6, -0.4], [-0.3, 0.6, -0.1], [0.3, 0.7, -0.9], [-0.6, 0.2, 0.1], [-0.1, -0.1, -0.5], [0.4, -0.2, 0.4], [-0.5, -0.2, 0.6], [0.5, 0.1, 0.3], [-0.2, -0.4, 0.2], [-0.4, 0.0, -0.1], [2.5, -2.7, 0.6], [-1.2, -0.3, 0.6], [-0.3, 1.3, -0.7], [1.2, -0.9, 1.0], [0.3, 0.8, -0.1], [0.0, -0.4, 0.4], [1.3, -0.1, -0.2], [-0.5, -0.7, -0.5], [1.6, -0.8, -0.5], [-1.0, -0.7, 0.5], [-0.4, -0.5, 1.3], [-0.4, 0.6, -1.3], [0.3, 0.0, -0.3], [-0.3, -0.4, 0.4], [-0.1, 0.1, 0.5], [-0.3, -0.2, -0.1], [-0.5, -0.3, 0.0], [-0.7, 0.6, -0.4], [0.2, 0.3, -0.7], [-0.2, 0.4, 0.1], [0.2, -0.3, 0.1], [0.1, 0.5, -0.1], [0.5, 0.0, 0.4], [-0.1, -0.1, -0.5], [-0.2, 0.4, 0.0], [0.5, 0.1, -0.4], [1.0, -0.5, -0.2], [-1.8, 0.9, 0.3], [0.3, -0.2, 0.0], [0.3, 0.3, 0.0], [-0.8, -0.3, 0.2], [0.0, 0.0, -0.1], [0.4, -0.1, -0.3], [-0.3, -0.4, 0.2], [0.0, 0.1, -0.4], [0.0, 0.2, 0.1], [0.2, 0.3, -0.2], [-0.1, -0.2, 0.6], [0.0, -0.1, 0.2], [0.0, 0.1, -0.4], [-0.2, 0.3, 0.2], [0.0, 0.2, 0.0], [0.0, 0.0, 0.4], [0.3, -0.1, -0.6], [0.2, -0.2, 0.1], [-0.2, -0.2, 0.0], [-0.2, -0.2, -0.1], [0.0, 0.2, -0.2], [0.3, 0.1, 0.1], [0.2, 0.1, 0.4], [-0.2, 0.2, -0.2], [-0.1, 0.3, 0.0], [-0.2, 0.0, 0.3], [0.2, -0.2, 0.1], [0.2, -0.3, -0.1]],
  "mulliken_charge": [2.15, 0.90, -0.98, -0.87, 0.38, 0.44, 0.34, 0.46, -0.96, 0.43, -0.07, 0.45, -0.92, 0.41, 0.38, 0.17, -1.73, 0.43, 0.60, 0.21, -1.06, 0.44, 0.37, 0.26, -1.25, -0.70, -0.15, -0.65, -0.83, -0.47, -0.34, 0.06, -1.06, -0.92, 0.49, 0.58, 0.32, 0.38, 0.36, 0.43, 0.32, 0.37, -0.50, 0.54, 0.38, 0.46, 0.39, 0.40, 0.26, -0.74, -0.09, -0.13, 3.41, -0.69, -0.83, -0.02, -0.83, 0.28, -0.86, -0.35, -0.94, -0.27, -0.46, -0.26, -0.76, -0.37, -0.82, -0.48, 0.28, 0.46, 0.40, 0.37, 0.37, 0.36, 0.46, 0.39, 0.37, 0.37, 0.30]
}

=====

Entry 2:
{
  "formula": "C4H15N2O",
  "method": "ωB97M-V with the def2-TZVPD basis set",
  "charge": 0,
  "de_lowest_kcal_mol": 35.5,
  "spin_multiplicity": 2,
  "mol_weight_da": 107.2,
  "lumo_energy_ev": [0.4, 0.3],
  "largest_force_ev_per_a": 1.863,
  "symbols": ["C", "N", "C", "N", "C", "C", "H", "H", "H", "H", "H", "H", "H", "H", "H", "H", "H", "H", "H", "H", "H", "O"],
  "coordinates": [[0.600, 0.316, 0.616], [1.671, -0.655, 0.820], [-0.302, -0.080, -0.569], [-0.228, -1.559, -0.890], [-2.788, 0.105, -1.358], [-1.720, 0.396, -0.270], [-0.035, 0.141, 1.489], [0.925, 1.352, 0.572], [1.600, -1.191, 1.670], [2.623, -0.366, 0.679], [-0.147, 0.434, -1.519], [-0.957, -2.146, -0.407], [0.687, -1.811, -0.463], [-0.286, -1.813, -1.909], [-3.782, 0.444, -1.051], [-2.588, 0.579, -2.328], [-2.916, -0.968, -1.503], [-2.111, -0.021, 0.658], [-1.632, 1.486, -0.143], [4.023, 2.363, 1.514], [3.881, 1.393, 2.620], [3.482, 1.601, 1.772]],
  "atomic_forces_ev_per_a": [[0.0, -1.7, 0.5], [0.3, -0.3, -0.5], [-1.6, 0.6, -0.8], [0.1, 0.5, 1.0], [0.1, 0.1, 0.1], [-1.0, 0.1, -0.5], [-0.1, 0.7, 0.0], [0.1, 0.0, -0.1], [-0.1, 0.2, 0.1], [0.0, 0.4, 0.0], [1.0, -0.1, 0.1], [0.1, 0.1, 0.1], [0.1, -0.4, -0.4], [0.2, 0.0, -0.3], [0.2, 0.2, 0.2], [0.2, -0.2, 0.3], [0.2, -0.1, -0.2], [0.2, 0.0, 0.2], [-0.1, -0.2, 0.1], [-0.3, -0.1, -0.3], [-0.2, -0.4, 0.3], [0.5, 0.6, 0.0]],
  "mulliken_charge": [-0.51, -0.53, -0.54, -1.97, -1.54, -0.84, 0.28, 0.31, 0.28, 0.22, -0.11, 1.07, 0.82, 0.94, 0.36, 0.39, 0.47, 0.58, 0.32, 0.30, 0.30, -0.59]
}

=====

Entry 3:
{
  "formula": "C6H10NO2S",
  "method": "ωB97M-V with the def2-TZVPD basis set",
  "charge": 1,
  "de_lowest_kcal_mol": 45.3,
  "mol_weight_da": 160.2,
  "lumo_energy_ev": -4.6,
  "largest_force_ev_per_a": 4.046,
  "symbols": ["C", "C", "C", "C", "C", "C", "N", "O", "O", "S", "H", "H", "H", "H", "H", "H", "H", "H", "H", "H"],
  "coordinates": [[-0.972, 0.100, -1.046], [0.510, -1.564, -0.197], [-1.849, -0.991, -0.616], [-0.862, -2.104, 0.054], [1.159, 2.260, 1.360], [0.957, 0.950, 1.636], [0.313, -0.199, -0.706], [-1.448, 1.102, -1.660], [1.530, -2.143, -0.068], [1.584, 0.655, -1.574], [-2.581, -0.484, -0.043], [-2.201, -1.383, -1.657], [-0.978, -3.088, -0.465], [-0.878, -2.323, 1.151], [0.432, 2.966, 1.067], [2.144, 2.686, 1.496], [2.195, 1.088, -0.439], [-0.100, 0.589, 1.677], [1.753, 0.279, 1.911], [-0.705, 1.605, -1.882]],
  "atomic_forces_ev_per_a": [[1.9, -3.1, 1.9], [-1.0, -0.9, -0.3], [1.3, -2.1, -1.4], [-1.3, 0.4, -0.3], [1.1, -2.0, 1.0], [-1.5, 2.0, 0.2], [0.1, 1.8, -2.7], [-1.1, -1.3, 0.7], [0.4, 1.1, -0.2], [-0.1, -0.4, 0.6], [-1.4, -0.4, 0.7], [-0.2, 0.5, 2.0], [0.1, 0.9, 0.4], [-0.7, 0.5, -0.8], [-1.1, 0.4, -0.1], [0.3, -0.1, -0.2], [-0.2, 0.1, -0.4], [1.1, 0.1, 0.0], [0.1, -0.1, 0.2], [2.3, 2.6, -1.2]],
  "mulliken_charge": [0.44, 0.34, -0.54, -0.38, -0.64, -0.52, 0.02, -0.26, -0.41, -0.09, 0.42, 0.34, 0.35, 0.28, 0.28, 0.34, 0.22, 0.20, 0.35, 0.27]
}

=====

Entry 4:
{
  "formula": "C24H25N2O6Se2Ti",
  "method": "ωB97M-V with the def2-TZVPD basis set",
  "charge": -1,
  "de_lowest_kcal_mol": 0.5,
  "mol_weight_da": 643.3,
  "lumo_energy_ev": [2.0, 2.1],
  "largest_force_ev_per_a": 1.023,
  "symbols": ["Ti", "O", "C", "O", "C", "C", "C", "C", "C", "N", "C", "O", "O", "H", "H", "H", "H", "H", "N", "C", "C", "C", "C", "C", "C", "C", "C", "C", "C", "C", "C", "H", "H", "H", "H", "H", "H", "H", "H", "H", "H", "O", "C", "C", "C", "O", "C", "Se", "C", "Se", "H", "H", "H", "H", "H", "H", "H", "H", "H", "H"],
  "coordinates": [[0.161, -0.564, 0.133], [2.146, -4.094, 1.000], [1.209, -3.150, 0.788], [1.585, -1.956, 0.486], [-0.149, -3.393, 0.849], [-0.873, -4.564, 1.095], [-2.247, -4.567, 0.982], [-2.921, -3.393, 0.568], [-2.195, -2.257, 0.340], [-0.827, -2.200, 0.546], [-2.608, -0.980, -0.170], [-3.807, -0.674, -0.579], [-1.687, -0.133, -0.256], [2.994, -3.646, 0.903], [-0.339, -5.470, 1.354], [-2.805, -5.475, 1.164], [-3.991, -3.389, 0.404], [-3.713, 0.222, -1.047], [1.948, 0.728, -0.053], [2.948, 0.595, 0.953], [4.250, 0.293, 0.582], [5.227, 0.074, 1.541], [4.891, 0.153, 2.884], [3.585, 0.453, 3.244], [2.586, 0.682, 2.299], [1.184, 0.956, 2.738], [1.008, 1.715, 3.897], [-0.251, 1.914, 4.438], [-1.350, 1.342, 3.815], [-1.173, 0.619, 2.643], [0.079, 0.411, 2.052], [1.434, 1.626, -0.037], [2.326, 0.635, -0.989], [4.493, 0.225, -0.473], [6.239, -0.164, 1.238], [5.634, -0.033, 3.649], [3.312, 0.476, 4.292], [1.871, 2.167, 4.373], [-0.372, 2.511, 5.334], [-2.344, 1.475, 4.225], [-2.060, 0.212, 2.170], [-3.285, 1.617, -1.695], [-2.826, 2.028, -2.982], [-1.395, 1.597, -3.371], [-1.303, 1.926, -4.870], [-0.071, 1.527, -5.460], [-0.304, 2.443, -2.673], [-0.415, 2.764, -0.727], [-1.246, 0.056, -3.216], [0.403, -0.739, -2.503], [-2.585, 1.943, -1.057], [-2.891, 3.120, -3.047], [-3.535, 1.607, -3.701], [-1.466, 3.002, -5.018], [-2.080, 1.387, -5.420], [0.625, 1.691, -4.814], [-0.276, 3.423, -3.157], [0.656, 1.955, -2.852], [-1.340, -0.400, -4.201], [-2.064, -0.326, -2.614]],
  "atomic_forces_ev_per_a": [[0.9, 0.2, -0.3], [-0.1, -0.1, 0.1], [-0.1, 0.1, -0.1], [0.1, -0.1, 0.1], [-0.1, 0.3, 0.0], [-0.2, -0.1, 0.0], [0.2, -0.1, 0.1], [-0.1, 0.1, -0.1], [0.3, -0.3, 0.2], [-0.2, -0.1, 0.0], [0.0, 0.0, -0.1], [-0.1, -0.2, 0.0], [-1.0, 0.2, 0.0], [0.1, 0.1, 0.0], [0.0, 0.0, 0.0], [0.0, 0.0, 0.0], [0.0, 0.0, 0.0], [-0.1, 0.0, -0.1], [0.5, -0.1, 0.3], [-0.2, -0.1, -0.3], [0.1, 0.0, 0.1], [0.0, 0.0, 0.0], [0.0, 0.0, 0.0], [0.0, 0.0, 0.0], [-0.1, 0.0, 0.1], [0.1, -0.1, 0.0], [0.0, 0.0, 0.0], [0.0, 0.0, 0.0], [0.0, 0.0, 0.0], [0.0, 0.0, 0.0], [0.0, 0.2, 0.1], [-0.1, 0.1, 0.0], [0.0, -0.1, 0.0], [0.0, 0.0, 0.0], [0.0, 0.0, 0.0], [0.0, 0.0, 0.0], [0.0, 0.0, 0.0], [0.0, 0.0, 0.0], [0.0, 0.0, 0.0], [0.0, 0.0, 0.0], [0.0, 0.0, 0.0], [0.5, 0.3, 0.3], [0.0, 0.0, 0.0], [0.1, 0.0, 0.1], [0.2, -0.1, -0.1], [-0.1, 0.1, 0.0], [-0.1, 0.0, 0.0], [-0.4, -0.1, -0.1], [-0.1, 0.0, 0.0], [0.1, 0.1, 0.1], [-0.2, -0.1, -0.3], [0.0, 0.0, 0.0], [0.0, 0.0, 0.0], [0.0, 0.0, 0.0], [0.0, 0.0, 0.0], [0.0, -0.1, 0.0], [0.0, 0.0, 0.0], [0.0, 0.0, 0.0], [0.0, 0.0, 0.0], [0.0, 0.0, 0.0]],
  "mulliken_charge": [-0.48, -0.59, 0.88, -0.15, -0.42, -0.72, -0.54, -0.80, -0.37, 0.30, 0.77, -0.61, 0.30, 0.34, 0.48, 0.41, 0.53, 0.73, -0.10, 0.42, -0.71, -0.68, -0.72, -1.18, 0.84, 0.92, -0.95, -0.59, -0.98, -0.15, 0.78, -0.14, 0.20, 0.42, 0.38, 0.39, 0.49, 0.49, 0.36, 0.40, 0.31, -0.54, -1.46, 1.96, -1.15, -0.54, -1.30, -0.46, -1.07, -0.37, 0.08, 0.25, 0.53, 0.40, 0.46, 0.41, 0.39, 0.45, 0.46, 0.28]
}

=====

Entry 5:
{
  "formula": "C3H13NO3",
  "method": "ωB97M-V with the def2-TZVPD basis set",
  "charge": 0,
  "de_lowest_kcal_mol": 30.9,
  "mol_weight_da": 111.1,
  "smiles": "C=NCC.O.O.O",
  "lumo_energy_ev": 0.7,
  "largest_force_ev_per_a": 1.181,
  "symbols": ["C", "N", "C", "C", "H", "H", "H", "H", "H", "H", "H", "O", "H", "H", "O", "H", "H", "O", "H", "H"],
  "coordinates": [[-0.613, 1.663, 0.654], [-0.549, 0.503, 0.157], [-1.632, -0.433, 0.401], [-2.925, 0.070, 0.984], [-1.477, 2.055, 1.199], [0.174, 2.344, 0.350], [-1.835, -0.885, -0.562], [-1.206, -1.295, 0.907], [-3.428, 0.866, 0.435], [-3.666, -0.716, 0.894], [-2.924, 0.274, 2.056], [4.168, -2.606, 0.560], [3.495, -2.020, 0.926], [4.844, -2.685, 1.241], [-1.187, 1.001, -2.750], [-1.739, 1.212, -1.993], [-0.331, 0.851, -2.330], [3.232, -0.081, -0.949], [3.727, 0.690, -1.238], [3.873, -0.805, -0.943]],
  "atomic_forces_ev_per_a": [[-0.1, -0.1, -0.9], [0.0, 0.1, 0.5], [0.3, -0.1, -0.6], [-0.9, -0.5, 0.5], [0.2, -0.1, 0.2], [0.1, 0.2, 0.4], [-0.2, 0.1, -0.5], [0.0, 0.1, 0.6], [0.5, 0.4, 0.0], [0.0, -0.5, 0.0], [0.3, 0.4, -0.1], [0.0, 0.1, -0.1], [0.0, 0.0, 0.0], [-0.1, 0.0, 0.0], [0.1, 0.0, 0.0], [-0.1, 0.1, 0.0], [0.0, -0.1, 0.0], [0.1, -0.2, 0.1], [0.0, 0.0, 0.0], [-0.1, 0.0, 0.0]],
  "mulliken_charge": [-0.36, -0.36, -0.30, -1.25, 0.28, 0.27, 0.32, 0.33, 0.36, 0.37, 0.35, -0.67, 0.34, 0.32, -0.65, 0.29, 0.34, -0.63, 0.30, 0.34]
}